This record from the Open Molecules 2025 dataset describes a structure of composition C3H11N2O2. The level of theory is the ωB97M-V functional and the def2-TZVPD basis.

Structure (XYZ):
```
18
Properties=species:S:1:pos:R:3:forces:R:3:lowdin_charge:R:1
O -1.32243 1.43172 -0.07379 0.179 -0.195 0.361 0.013
C -1.39445 0.19512 0.23650 0.596 2.513 -0.768 -0.639
N -2.46713 -0.59343 -0.12354 0.272 -1.167 1.332 0.194
C 0.02152 -0.58233 0.07708 -0.897 -2.172 0.117 -0.120
N 0.97665 -0.05427 0.95512 0.195 1.804 -2.208 0.050
C 1.38649 1.26099 0.56941 0.073 -0.462 0.381 -0.010
H -2.33172 -0.55098 -1.50673 -0.088 -0.278 -0.385 0.064
H -3.34608 -0.05851 -0.07976 0.239 0.231 -0.249 0.130
H -0.24885 -1.61112 0.33003 0.370 0.048 0.367 0.145
H 0.25890 -0.64056 -0.99326 0.129 1.011 0.035 0.155
H 3.24177 -1.60910 -0.18288 -0.120 0.037 0.105 0.070
H 1.95936 -0.61773 0.86610 1.772 -1.768 -0.785 0.129
H 1.87421 1.16304 -0.41905 -0.341 0.225 -0.287 0.139
H 2.12594 1.69493 1.23414 -0.227 -0.096 0.321 0.122
H 0.45807 1.85052 0.38211 -0.210 0.048 -0.170 0.126
H -1.38647 0.04718 1.37240 -1.294 -0.429 0.030 0.258
H -2.39471 -0.42314 -2.29749 0.008 0.277 0.139 0.249
O 2.58892 -0.90233 -0.34638 -0.656 0.373 1.666 -0.076
```
Positions in Å, forces in eV/Å.

Results
Frontier orbital gap = 5.8008 eV
LUMO = -8.65 eV
Energy above the lowest of the compared OMol25 structures with the same formula, charge and spin = 13.486 eV
Largest force on an atom = 2.86 eV/A
Net charge = +1
Calculated total energy = -10346.266 eV

***

This record from the Open Molecules 2025 dataset describes a structure of composition C22H37ClI2N6O6S2. The level of theory is the ωB97M-V functional and the def2-TZVPD basis.

Structure (XYZ):
```
76
Properties=species:S:1:pos:R:3:forces:R:3:lowdin_charge:R:1
C 1.85245 2.30437 -4.82645 0.770 0.540 0.381 -0.187
C 2.99257 1.15489 -4.94240 -0.844 0.794 0.371 -0.795
I 4.36485 1.87078 -6.53663 -0.625 -0.175 0.333 0.730
C 3.83367 1.15263 -3.58948 -0.515 0.217 -0.105 -0.730
I 5.60465 -0.13810 -3.95628 -0.645 0.272 0.648 0.842
C 3.18438 0.64551 -2.24808 -2.174 -1.567 3.042 -0.193
C 4.01177 0.91011 -0.88972 -4.360 -2.029 2.610 -0.179
S 5.67319 1.69594 -0.77588 5.288 -0.815 -1.304 0.665
C 5.64892 2.77756 0.76862 -0.538 1.174 0.498 -0.143
O 6.08905 2.58950 -1.90334 -2.423 -1.163 2.050 -0.403
O 6.73984 0.60735 -0.64347 -3.692 2.435 0.693 -0.410
C 3.43072 0.47532 0.50928 0.117 0.358 -2.450 0.036
C 2.05992 -0.25137 0.71352 0.628 0.359 -1.231 -0.279
N 1.47671 -0.68962 1.98675 -0.607 0.169 -6.665 -0.233
S 0.02808 -1.43138 1.37747 1.650 1.269 -1.576 0.921
N 0.01743 -1.24610 -0.34469 4.684 2.244 2.070 -0.235
C 1.27006 -0.54362 -0.62044 -0.280 -0.319 1.555 -0.247
C 1.84238 -0.09854 -2.04039 2.232 0.999 1.186 -0.404
Cl 0.79387 -0.56208 -3.44362 1.386 0.426 1.840 0.701
H 1.92115 2.98675 -5.74942 -0.593 -1.243 1.448 0.038
H 2.16441 2.97744 -3.93140 -0.646 -1.058 -1.418 0.091
H 0.80194 1.90625 -4.62028 1.558 0.496 -0.547 0.051
H 2.61096 0.14712 -5.31595 0.690 1.517 0.741 0.055
H 4.14334 2.25986 -3.42084 0.013 -2.124 -0.184 0.098
H 6.45464 2.45517 1.52155 -1.321 0.114 -1.383 0.087
H 5.88534 3.85948 0.42270 -0.288 -2.046 0.241 0.088
H 4.59976 2.83677 1.24242 1.683 -0.330 -0.748 0.063
H 4.02413 0.69130 1.47927 -0.978 -0.379 -1.997 0.117
C -2.72093 1.01068 -5.97211 -0.117 -0.339 0.374 -0.345
O -1.63226 0.81780 -6.48375 -0.173 -0.100 0.267 0.002
N -3.26802 0.25664 -4.97505 0.139 0.648 -0.672 -0.202
C -4.57147 0.54810 -4.41422 0.217 -0.170 0.031 -0.062
C -2.51998 -0.87351 -4.46003 0.138 0.007 -0.162 -0.055
H -3.37017 1.84281 -6.28970 -0.079 -0.006 0.048 0.129
H -4.46338 0.74363 -3.34427 -0.202 -0.001 -0.023 0.091
H -5.22469 -0.31558 -4.56312 -0.123 0.123 0.111 0.089
H -5.01778 1.42099 -4.89409 0.118 -0.083 -0.006 0.082
H -1.56573 -0.51871 -4.06439 -0.249 -0.201 -0.003 0.007
H -2.32243 -1.57325 -5.27659 0.078 -0.046 0.128 0.098
H -3.07975 -1.37822 -3.67103 0.073 0.128 -0.061 0.076
C -1.81216 -3.71853 -1.30659 -0.085 -0.452 -0.093 -0.351
O -2.67222 -2.88021 -1.51091 -0.002 -0.348 -0.010 -0.001
N -1.98111 -5.06728 -1.43584 0.276 0.754 0.145 -0.205
C -0.90897 -6.00652 -1.17635 -0.263 0.006 -0.083 -0.061
C -3.27525 -5.57642 -1.84591 -0.081 0.293 -0.013 -0.047
H -0.79600 -3.43438 -0.99148 -0.003 -0.112 -0.043 0.093
H -0.71203 -6.58239 -2.08431 0.144 -0.082 0.134 0.090
H -1.21437 -6.68330 -0.37402 0.187 -0.080 -0.042 0.088
H 0.00308 -5.48662 -0.87786 -0.138 0.023 -0.049 0.085
H -3.53065 -5.15927 -2.82335 -0.141 -0.107 0.078 0.093
H -4.03038 -5.25961 -1.12201 -0.075 -0.088 -0.154 0.092
H -3.25778 -6.66565 -1.90505 0.097 0.141 0.033 0.087
C 0.54460 3.90721 2.77420 -0.141 -0.381 0.415 -0.341
O 1.63287 3.70538 2.26205 -0.115 -0.161 0.193 -0.007
N -0.00442 3.16322 3.77739 0.188 0.691 -0.710 -0.196
C -1.30740 3.46364 4.33871 0.174 -0.193 0.028 -0.057
C 0.74057 2.03511 4.29828 0.249 0.019 -0.352 -0.038
H -0.10135 4.73933 2.45113 -0.062 -0.025 0.062 0.131
H -1.19669 3.66629 5.40676 -0.256 -0.019 -0.036 0.091
H -1.96308 2.60141 4.19710 -0.128 0.171 0.162 0.083
H -1.75156 4.33451 3.85342 0.130 -0.084 -0.002 0.087
H 1.69744 2.39007 4.69032 -0.004 -0.202 0.013 0.096
H 0.93216 1.32607 3.48430 0.089 0.016 0.282 0.061
H 0.18108 1.53726 5.09154 -0.024 0.147 -0.116 0.067
C -2.20769 0.85110 6.72186 -0.255 -0.440 -0.041 -0.356
O -3.06314 1.69217 6.51452 0.100 -0.357 -0.008 0.008
N -2.38345 -0.49750 6.60832 0.380 0.766 0.118 -0.203
C -1.31438 -1.43927 6.87249 -0.262 0.000 -0.073 -0.061
C -3.68246 -1.00465 6.21051 -0.121 0.300 -0.015 -0.044
H -1.18597 1.12851 7.02906 0.061 -0.098 0.038 0.125
H -1.12506 -2.02598 5.96977 0.139 -0.085 0.129 0.088
H -1.61883 -2.10565 7.68361 0.192 -0.072 -0.046 0.090
H -0.39816 -0.92078 7.16063 -0.134 0.014 -0.036 0.085
H -3.94098 -0.59686 5.22996 -0.142 -0.102 0.083 0.094
H -4.43206 -0.67626 6.93481 -0.068 -0.090 -0.155 0.095
H -3.67060 -2.09447 6.16318 0.105 0.144 0.036 0.088
```
Positions in Å, forces in eV/Å.

Results
Frontier orbital gap = 6.2188 eV
LUMO = -2.10 eV
Largest force on an atom = 6.69 eV/A
Calculated total energy = -95025.949 eV

***

This record from the Open Molecules 2025 dataset describes the molecule C7H12O2. The level of theory is the ωB97M-V functional and the def2-TZVPD basis.

Structure (XYZ):
```
21
Properties=species:S:1:pos:R:3:forces:R:3:lowdin_charge:R:1
C -0.35042 0.55777 0.16291 -0.324 -0.043 0.015 -0.300
C 0.64667 -0.68121 -0.24914 0.024 0.117 0.403 -0.222
C -1.84467 -0.04304 -0.46921 0.062 -0.133 -0.049 -0.527
C 0.18300 0.07829 1.36218 0.143 -0.178 -0.551 0.034
C 0.39151 -1.35789 1.13729 -0.081 -0.027 -0.006 -0.041
C -0.12593 1.98170 -0.26528 0.016 -0.038 0.042 -0.029
C 2.06741 -0.39544 -0.68233 -0.029 0.014 0.058 -0.039
O -2.50545 -0.66214 0.66381 0.180 0.099 -0.175 -0.043
O -1.66092 -0.80253 -1.48078 0.030 0.060 0.289 -0.111
H -2.97188 -1.41112 0.27094 0.058 0.049 -0.041 0.090
H -0.04834 -1.11480 -1.03935 -0.105 0.083 0.057 0.138
H -2.35407 0.91999 -0.66018 0.054 -0.009 0.052 0.138
H 0.79409 0.67316 2.04228 0.045 -0.020 -0.075 0.147
H -0.49932 -1.97744 1.11483 0.023 0.038 -0.045 0.118
H 1.22876 -1.80896 1.66371 -0.025 0.041 -0.012 0.119
H -0.30699 2.07940 -1.33786 -0.012 -0.024 0.031 0.097
H -0.82666 2.64328 0.24845 0.013 -0.038 -0.020 0.093
H 0.88815 2.32483 -0.04969 -0.018 -0.005 -0.001 0.083
H 2.71228 -0.06740 0.13478 -0.020 -0.008 -0.012 0.084
H 2.49930 -1.30473 -1.10577 -0.027 0.044 0.017 0.086
H 2.08350 0.36828 -1.46158 -0.005 -0.024 0.023 0.084
```
Positions in Å, forces in eV/Å.

Results
Frontier orbital gap (spin up / spin down) = 8.4719 / 8.4724 eV
LUMO (spin up / spin down) = -0.11 / -0.11 eV
Energy above the lowest of the compared OMol25 structures with the same formula, charge and spin = 3.556 eV
Largest force on an atom = 0.60 eV/A
Calculated total energy = -11544.848 eV

***

This record from the Open Molecules 2025 dataset describes a cluster of 2 separate species, CH2FO2S in total. The level of theory is the ωB97M-V functional and the def2-TZVPD basis.

Structure (XYZ):
```
7
Properties=species:S:1:pos:R:3:forces:R:3:lowdin_charge:R:1
C 0.24374 -0.35873 0.23175 0.520 0.713 2.979 -0.286
O 2.26546 -0.94393 -1.39596 -0.363 0.677 0.704 -0.464
O 2.94412 2.04071 0.05392 -0.474 -1.255 -0.128 -0.657
F 2.37079 -1.12366 1.12649 0.341 0.756 -0.794 -0.376
S 1.88987 -0.17971 -0.20240 0.048 -0.373 0.953 0.789
H 0.02190 0.09308 1.30799 0.874 -1.075 -2.160 0.047
H -0.45468 0.05569 -0.42133 -0.947 0.558 -1.553 -0.053
```
Positions in Å, forces in eV/Å.

Results
Frontier orbital gap (spin up / spin down) = 6.2230 / 8.2806 eV
LUMO (spin up / spin down) = 2.58 / 4.34 eV
Energy above the lowest of the compared OMol25 structures with the same formula, charge and spin = 4.948 eV
Largest force on an atom = 3.11 eV/A
Net charge = -1
Calculated total energy = -18712.047 eV

***

This record from the Open Molecules 2025 dataset describes the molecule C4H3ClN2O. The level of theory is the ωB97M-V functional and the def2-TZVPD basis.

Structure (XYZ):
```
11
Properties=species:S:1:pos:R:3:forces:R:3:lowdin_charge:R:1
C 1.59066 -0.44475 -0.01362 0.183 -0.112 0.128 -0.734
C 1.26716 0.88944 -0.00330 -0.582 0.271 -0.308 -0.082
C -0.52067 -0.34244 0.00406 -0.868 -1.595 -0.257 -0.345
C -1.96391 -0.64366 0.02277 0.173 -0.852 -0.111 -0.201
H 1.83167 1.79806 0.00461 0.282 0.044 -0.036 0.110
H -0.70759 1.75238 -0.00896 0.418 -0.637 -0.027 0.174
H -2.67025 0.20006 0.08496 0.134 0.355 0.010 0.120
N -0.12086 0.91482 -0.04324 1.576 1.817 0.456 0.094
N 0.47800 -1.21626 -0.00754 -0.173 0.448 0.106 0.141
O -2.37895 -1.76688 -0.03342 -0.288 -0.164 0.046 0.082
Cl 3.19474 -1.14076 -0.00632 -0.855 0.424 -0.007 0.640
```
Positions in Å, forces in eV/Å.

Results
Frontier orbital gap = 9.4565 eV
LUMO = 0.07 eV
Energy above the lowest of the compared OMol25 structures with the same formula, charge and spin = 0.517 eV
Largest force on an atom = 2.45 eV/A
Calculated total energy = -21746.200 eV
Structure (SMILES) = O=Cc1nc(Cl)c[nH]1

***

This record from the Open Molecules 2025 dataset describes the molecule C9H11BrO. The level of theory is the ωB97M-V functional and the def2-TZVPD basis.

Structure (XYZ):
```
22
Properties=species:S:1:pos:R:3:forces:R:3:lowdin_charge:R:1
C -0.70749 -2.09555 -0.69715 0.239 -0.401 -0.821 -0.067
C -0.57789 -0.72926 1.38964 1.879 1.544 0.098 -0.121
C -1.42044 -1.12184 0.25260 -0.025 -2.235 -2.166 -0.213
C -1.06371 -0.68736 -1.15946 4.604 -0.170 3.088 -0.210
C 0.77001 0.02940 1.00536 -0.373 -1.369 1.807 -0.263
C 0.18321 0.12807 -1.35982 0.961 -0.218 0.834 0.103
C 0.88970 0.75188 -0.24704 0.255 1.496 -1.767 -0.416
C 1.66349 -0.73220 0.02468 -1.973 0.903 -1.129 -0.544
C 1.67117 2.08718 -0.29674 0.301 -0.572 0.969 -0.212
O 0.77494 3.17808 -0.03151 1.133 0.373 0.415 -0.072
Br 3.52320 -0.48104 -0.09338 0.540 0.009 0.093 0.708
H 0.44258 -2.20734 -0.68435 -2.368 -0.044 0.609 0.106
H -1.26680 -2.89286 -1.16244 -0.209 -0.153 0.072 0.091
H -1.25258 -0.14489 1.95676 -0.043 1.344 1.215 0.097
H -0.13536 -1.45366 2.06073 -0.750 -1.044 -0.134 0.118
H -2.53866 -1.25385 0.32688 1.483 -0.006 0.490 0.157
H -1.77808 -0.60258 -1.84773 -2.709 0.488 -2.675 0.089
H 1.32769 0.27663 1.97596 -0.785 0.522 -1.714 0.172
H 0.45662 0.25522 -2.45802 -0.012 0.311 1.725 0.159
H 2.06960 2.43438 -1.29562 0.350 -1.336 1.081 0.134
H 2.47889 1.91972 0.58806 -1.602 1.064 -2.304 0.122
H -0.11085 2.87191 0.06288 -0.896 -0.506 0.213 0.061
```
Positions in Å, forces in eV/Å.

Results
Frontier orbital gap (spin up / spin down) = 7.7939 / 7.7927 eV
LUMO (spin up / spin down) = -0.02 / -0.02 eV
Energy above the lowest of the compared OMol25 structures with the same formula, charge and spin = 4.865 eV
Largest force on an atom = 5.55 eV/A
Calculated total energy = -81594.821 eV